1.
{"formula": "C10H22BF3O7P", "method": "the ωB97M-V functional and the def2-TZVPD basis", "elements": ["C", "C", "O", "P", "C", "O", "C", "C", "B", "O", "O", "C", "O", "H", "H", "H", "H", "H", "H", "H", "H", "H", "H", "H", "H", "H", "H", "H", "H", "H", "C", "C", "O", "C", "O", "C", "F", "F", "F", "H", "H", "H", "H", "H"], "positions_angstrom": [[0.022, -0.982, 0.763], [-0.311, -0.398, -0.654], [0.742, -0.596, -1.556], [1.445, 0.840, -2.215], [0.933, 0.265, -3.998], [3.026, 0.071, -2.433], [3.959, 1.015, -1.944], [3.233, 1.971, -0.903], [4.253, 2.066, 0.304], [4.152, 1.169, 1.385], [5.307, 3.001, 0.310], [4.865, 4.346, 0.307], [2.002, 1.331, -0.634], [-0.690, -1.770, 1.010], [1.049, -1.343, 0.754], [-0.068, -0.183, 1.502], [-0.576, 0.652, -0.518], [-1.164, -0.981, -1.034], [0.232, 1.628, -2.197], [2.044, 1.995, -2.869], [0.635, -0.786, -4.020], [1.728, 0.495, -4.714], [0.044, 0.845, -4.294], [4.410, 1.571, -2.772], [4.710, 0.433, -1.386], [3.028, 2.992, -1.250], [3.901, 1.706, 2.146], [4.272, 4.600, -0.576], [5.737, 5.006, 0.300], [4.290, 4.593, 1.209], [-6.429, -3.838, 2.247], [-5.758, -2.972, 1.202], [-4.992, -1.924, 1.815], [-3.768, -2.265, 2.216], [-3.275, -3.347, 2.117], [-3.052, -1.039, 2.794], [-3.861, -0.340, 3.611], [-2.664, -0.230, 1.808], [-1.985, -1.399, 3.501], [-7.035, -3.227, 2.917], [-7.070, -4.579, 1.770], [-5.690, -4.359, 2.855], [-6.505, -2.470, 0.588], [-5.127, -3.560, 0.537]], "atomic_forces_ev_per_a": [[-0.17, 0.62, -0.66], [0.34, -1.17, 0.82], [-0.03, 0.85, 0.26], [-0.49, -0.47, -2.72], [-0.10, 0.35, 0.46], [-0.04, 0.82, 0.81], [-0.36, -0.74, 0.06], [0.28, -0.19, 0.84], [-0.36, -0.73, 0.20], [0.01, 0.79, -0.56], [-0.84, -0.17, 0.40], [0.38, 0.52, -0.27], [0.38, 0.50, -0.41], [0.25, -0.17, 0.14], [-0.07, -0.11, 0.06], [0.14, -0.16, 0.13], [-0.10, 0.04, -0.37], [-0.21, 0.40, -0.05], [-0.18, -0.36, 0.94], [-0.04, 0.19, 0.29], [0.29, -0.03, -0.12], [0.00, -0.29, 0.04], [0.13, 0.00, 0.11], [0.20, 0.11, 0.15], [0.28, 0.16, -0.33], [0.22, -0.16, -0.61], [0.31, -0.30, 0.27], [-0.08, -0.13, 0.07], [0.04, -0.16, 0.03], [-0.04, -0.10, -0.07], [0.13, 0.05, 0.23], [-0.38, -0.31, -0.21], [0.19, 0.16, 0.03], [-0.43, -0.26, -0.30], [0.18, 0.01, 0.15], [0.36, 0.45, 0.23], [-0.07, -0.09, -0.05], [-0.21, -0.04, 0.07], [-0.09, -0.09, -0.08], [-0.06, 0.01, -0.08], [0.00, 0.02, -0.03], [0.02, -0.04, -0.08], [0.07, 0.17, 0.07], [0.14, 0.04, 0.11]], "lowdin_charge": [-0.08, -0.35, -0.32, 0.51, -0.23, -0.29, -0.23, -0.31, -0.55, 0.14, 0.01, -0.10, -0.26, 0.04, 0.07, 0.05, 0.08, 0.10, 0.01, 0.02, 0.01, 0.01, 0.01, 0.11, 0.11, 0.11, 0.10, 0.08, 0.08, 0.09, -0.06, -0.20, 0.03, -0.39, 0.17, -0.55, 0.15, 0.17, 0.17, 0.08, 0.08, 0.08, 0.12, 0.13], "e_tot_ha": -1586.78673, "molar_mass_g_mol": 353.06, "homo_ev": -4.283, "charge": -1}

***

2.
{"formula": "C41H40Cl3IrN5OS2Si", "method": "the ωB97M-V functional and the def2-TZVPD basis", "elements": ["Ir", "C", "Si", "C", "C", "C", "C", "C", "C", "N", "C", "S", "H", "H", "H", "H", "H", "H", "H", "H", "H", "H", "H", "H", "C", "C", "C", "C", "N", "C", "C", "C", "C", "C", "C", "C", "H", "H", "H", "H", "H", "H", "H", "H", "N", "C", "C", "C", "C", "C", "C", "H", "H", "H", "H", "H", "H", "H", "Cl", "C", "C", "C", "C", "C", "C", "N", "C", "C", "N", "C", "O", "C", "C", "C", "Cl", "S", "C", "C", "C", "Cl", "C", "H", "H", "H", "H", "H", "H", "H", "H", "H", "H", "H", "H", "H"], "positions_angstrom": [[-0.146, 0.136, 0.187], [-4.833, 3.770, 3.223], [-3.830, 4.168, 1.699], [-3.413, 5.996, 1.634], [-4.805, 3.661, 0.199], [-2.142, 3.309, 1.945], [-1.368, 3.771, 3.001], [-0.085, 3.277, 3.258], [0.411, 2.304, 2.431], [-0.321, 1.814, 1.419], [-1.566, 2.286, 1.168], [-2.287, 1.419, -0.156], [-5.733, 4.390, 3.251], [-4.281, 3.948, 4.148], [-5.154, 2.726, 3.216], [-4.146, 6.540, 1.034], [-2.427, 6.174, 1.200], [-3.421, 6.436, 2.634], [-5.698, 4.291, 0.147], [-5.130, 2.621, 0.253], [-4.253, 3.787, -0.731], [-1.771, 4.536, 3.657], [0.509, 3.649, 4.081], [1.402, 1.887, 2.557], [-0.872, -2.033, -3.505], [-0.021, -3.126, -3.388], [0.812, -3.222, -2.291], [0.789, -2.219, -1.328], [-0.071, -1.185, -1.433], [-0.875, -1.094, -2.497], [1.626, -2.174, -0.133], [2.824, -2.867, 0.012], [3.503, -2.814, 1.217], [2.985, -2.055, 2.263], [1.822, -1.316, 2.079], [1.125, -1.345, 0.869], [-1.529, -1.918, -4.355], [-0.011, -3.896, -4.148], [1.472, -4.068, -2.167], [-1.539, -0.239, -2.522], [3.237, -3.433, -0.815], [4.426, -3.363, 1.345], [3.495, -2.031, 3.218], [1.466, -0.703, 2.904], [-1.427, -0.672, 1.806], [-2.056, -1.962, 1.661], [-1.402, -3.111, 2.080], [-2.042, -4.337, 1.973], [-3.322, -4.417, 1.443], [-3.955, -3.265, 0.998], [-3.323, -2.035, 1.103], [-2.117, 0.068, 1.890], [-0.790, -0.652, 2.594], [-0.400, -3.046, 2.485], [-1.538, -5.232, 2.312], [-3.829, -5.371, 1.388], [-4.947, -3.323, 0.571], [-3.806, -1.131, 0.751], [0.170, 7.791, -8.405], [0.504, 6.921, -6.947], [1.495, 7.367, -6.089], [1.747, 6.661, -4.924], [1.022, 5.521, -4.597], [1.279, 4.775, -3.308], [2.097, 3.510, -3.538], [1.993, 2.622, -2.382], [2.880, 2.564, -1.335], [2.346, 1.710, -0.425], [1.138, 1.257, -0.906], [0.948, 1.833, -2.079], [1.989, 5.560, -2.367], [1.191, 6.055, -1.282], [-0.038, 6.778, -1.743], [-1.284, 6.228, -1.795], [-1.717, 4.634, -1.315], [-2.464, 7.291, -2.432], [-1.287, 8.518, -2.642], [-0.055, 8.116, -2.242], [0.031, 5.108, -5.480], [-0.937, 3.700, -5.112], [-0.238, 5.790, -6.653], [2.059, 8.256, -6.331], [2.510, 7.000, -4.236], [0.317, 4.472, -2.896], [3.142, 3.786, -3.664], [1.751, 2.979, -4.423], [3.795, 3.129, -1.330], [2.741, 1.376, 0.518], [0.098, 1.684, -2.725], [1.847, 6.734, -0.740], [0.917, 5.227, -0.621], [-1.581, 9.473, -3.048], [0.825, 8.742, -2.290], [-1.014, 5.450, -7.324]], "atomic_forces_ev_per_a": [[-1.62, -0.58, 0.37], [-0.06, 0.03, 0.04], [0.07, -0.01, 0.03], [-0.02, 0.07, 0.08], [0.00, -0.10, -0.10], [0.06, -0.08, -0.08], [0.03, -0.07, 0.02], [-0.05, 0.18, -0.01], [0.07, -0.10, -0.09], [-0.24, -0.53, 0.66], [0.05, 0.29, 0.05], [0.30, 0.51, -0.52], [0.00, -0.02, 0.01], [0.00, 0.01, -0.01], [0.02, 0.00, 0.01], [0.00, 0.00, 0.01], [-0.03, -0.01, -0.04], [0.02, 0.01, -0.02], [0.01, 0.00, 0.04], [0.00, 0.01, 0.02], [-0.03, 0.01, 0.00], [0.05, 0.03, -0.02], [0.00, 0.01, -0.01], [-0.04, -0.07, 0.02], [0.10, -0.03, -0.04], [0.00, 0.00, 0.00], [0.02, 0.10, -0.13], [0.24, 0.10, -0.33], [-0.58, -0.46, 0.74], [-0.11, 0.08, -0.03], [-0.15, -0.34, -0.03], [-0.16, -0.27, 0.10], [0.00, 0.04, 0.05], [-0.16, -0.20, 0.02], [-0.04, -0.18, 0.06], [1.61, 2.03, 0.02], [-0.03, 0.01, 0.02], [-0.01, 0.00, 0.01], [0.03, 0.02, 0.01], [-0.03, -0.04, 0.07], [-0.05, -0.06, 0.03], [0.03, 0.05, -0.01], [0.03, 0.03, -0.02], [0.08, 0.11, -0.05], [0.56, -0.24, -1.06], [-0.13, -0.07, 0.06], [0.05, 0.03, 0.03], [-0.02, 0.01, -0.03], [0.01, 0.00, 0.01], [0.04, -0.03, -0.02], [-0.03, 0.08, -0.06], [-0.16, -0.12, 0.16], [-0.14, -0.09, 0.15], [-0.02, -0.02, 0.05], [0.00, 0.00, 0.01], [0.02, -0.01, -0.04], [0.00, 0.02, 0.01], [-0.02, -0.01, 0.04], [0.01, -0.01, 0.02], [-0.02, 0.02, 0.01], [0.05, 0.00, 0.00], [0.00, -0.02, -0.03], [-0.02, 0.02, 0.07], [0.03, 0.04, 0.05], [-0.12, -0.03, -0.01], [0.12, 0.08, 0.05], [-0.01, 0.05, -0.02], [0.02, -0.08, -0.02], [0.30, -0.04, -0.18], [0.13, -0.06, -0.06], [-0.04, -0.01, 0.05], [0.00, 0.02, -0.11], [0.05, 0.04, 0.00], [0.00, 0.01, 0.04], [0.03, -0.03, -0.04], [-0.02, 0.00, -0.01], [-0.03, 0.01, -0.02], [0.00, -0.04, 0.03], [0.02, 0.02, 0.01], [0.02, 0.03, -0.01], [-0.04, -0.03, -0.05], [0.00, -0.01, 0.00], [-0.01, 0.02, 0.00], [-0.04, -0.03, 0.02], [0.02, -0.09, -0.05], [0.02, -0.02, 0.00], [-0.01, 0.01, -0.03], [-0.01, -0.05, -0.02], [-0.03, 0.09, 0.04], [0.01, -0.03, 0.03], [0.01, -0.01, -0.01], [0.03, 0.00, 0.00], [-0.01, 0.00, -0.01], [-0.01, 0.00, 0.02]], "lowdin_charge": [1.18, -0.17, 0.50, -0.17, -0.21, -0.24, -0.06, -0.04, -0.12, -0.16, -0.75, 0.61, 0.04, 0.03, 0.04, 0.04, 0.02, 0.04, 0.04, 0.02, -0.02, 0.11, 0.11, 0.11, -0.04, -0.03, 0.02, -0.20, -0.06, -0.12, -0.20, -0.02, -0.07, -0.08, -0.13, -0.25, 0.11, 0.12, 0.12, 0.09, 0.11, 0.11, 0.11, 0.09, -0.02, -0.29, -0.03, -0.07, -0.08, -0.07, -0.04, 0.05, 0.10, 0.11, 0.11, 0.11, 0.11, 0.10, 0.70, -0.66, -0.08, -0.01, -0.18, -0.33, -0.05, -0.04, -0.02, -0.09, -0.12, -0.11, -0.10, -0.13, -0.32, -0.94, 0.73, 1.02, -0.39, -0.13, -0.56, 0.73, -0.12, 0.11, 0.13, 0.07, 0.15, 0.13, 0.14, 0.11, 0.13, 0.14, 0.11, 0.07, 0.12, 0.11], "e_tot_ha": -4506.11445, "molar_mass_g_mol": 1009.60, "homo_ev": -10.055, "charge": 1}

***

3.
{"formula": "C31H46F12N5O10S", "method": "the ωB97M-V functional and the def2-TZVPD basis", "elements": ["C", "C", "O", "O", "C", "C", "C", "C", "C", "N", "C", "N", "C", "N", "C", "S", "N", "N", "C", "C", "C", "C", "C", "H", "H", "H", "H", "H", "H", "H", "H", "H", "H", "H", "H", "H", "H", "H", "H", "H", "H", "H", "H", "H", "H", "H", "H", "H", "H", "C", "C", "O", "C", "O", "C", "F", "F", "F", "H", "H", "H", "H", "H", "C", "C", "O", "C", "O", "C", "F", "F", "F", "H", "H", "H", "H", "H", "C", "C", "O", "C", "O", "C", "F", "F", "F", "H", "H", "H", "H", "H", "C", "C", "O", "C", "O", "C", "F", "F", "F", "H", "H", "H", "H", "H"], "positions_angstrom": [[2.557, -5.598, 7.973], [2.312, -6.766, 6.919], [2.113, -7.945, 7.318], [2.261, -6.579, 5.492], [1.150, -5.718, 5.119], [0.436, -6.175, 3.733], [-0.097, -4.820, 3.047], [-1.058, -5.052, 1.785], [-1.939, -3.712, 1.489], [-1.000, -2.595, 1.107], [-0.718, -1.563, 1.920], [-1.264, -1.394, 3.282], [-0.606, -0.182, 3.681], [-0.640, 0.593, 4.929], [0.614, 0.589, 5.341], [2.186, 0.382, 5.847], [0.235, 0.341, 2.639], [0.191, -0.507, 1.575], [1.008, -0.233, 0.359], [2.426, 0.466, 0.637], [3.697, -0.405, 0.089], [4.499, 0.493, -1.009], [4.740, -0.572, 1.330], [1.788, -5.599, 8.835], [3.584, -5.653, 8.489], [2.493, -4.540, 7.518], [1.604, -4.677, 4.902], [0.379, -5.636, 5.967], [1.170, -6.725, 3.056], [-0.404, -6.912, 4.005], [0.812, -4.199, 2.707], [-0.647, -4.227, 3.855], [-1.792, -5.906, 2.027], [-0.464, -5.355, 0.840], [-2.491, -3.501, 2.473], [-2.662, -3.978, 0.633], [-0.580, -2.673, 0.161], [0.772, 1.211, 2.722], [1.208, -1.204, -0.219], [0.400, 0.456, -0.330], [2.655, 0.660, 1.744], [2.465, 1.505, 0.131], [3.386, -1.421, -0.329], [5.593, 0.137, -1.006], [4.025, 0.404, -2.041], [4.478, 1.566, -0.587], [4.287, -1.197, 2.186], [4.927, 0.479, 1.778], [5.763, -0.947, 0.988], [0.140, 4.301, -2.697], [0.924, 4.296, -3.994], [2.299, 4.637, -3.754], [3.093, 3.628, -3.349], [2.713, 2.494, -3.182], [4.533, 4.118, -3.180], [4.604, 5.307, -2.546], [5.148, 4.285, -4.368], [5.301, 3.267, -2.470], [0.250, 5.261, -2.186], [-0.920, 4.121, -2.887], [0.506, 3.532, -2.013], [0.525, 5.056, -4.667], [0.844, 3.336, -4.510], [-1.986, 3.146, 6.753], [-3.094, 2.799, 5.778], [-4.320, 3.438, 6.160], [-4.467, 4.719, 5.762], [-3.645, 5.329, 5.129], [-5.829, 5.259, 6.190], [-6.142, 4.925, 7.459], [-6.823, 4.780, 5.412], [-5.901, 6.599, 6.121], [-2.283, 2.902, 7.776], [-1.073, 2.599, 6.510], [-1.764, 4.216, 6.733], [-3.280, 1.723, 5.802], [-2.823, 3.056, 4.751], [-0.309, -0.002, -4.822], [0.295, -1.354, -5.151], [0.256, -2.219, -4.002], [-0.908, -2.868, -3.790], [-1.881, -2.761, -4.487], [-0.792, -3.783, -2.574], [-0.168, -3.183, -1.526], [-0.086, -4.896, -2.847], [-1.986, -4.195, -2.114], [0.185, 0.437, -3.951], [-0.209, 0.681, -5.668], [-1.369, -0.094, -4.575], [1.347, -1.231, -5.416], [-0.201, -1.819, -6.007], [-4.152, 1.992, -9.633], [-2.646, 1.845, -9.537], [-2.065, 2.998, -8.907], [-2.080, 3.006, -7.560], [-2.543, 2.126, -6.881], [-1.389, 4.259, -7.027], [-1.749, 5.373, -7.693], [-0.044, 4.174, -7.129], [-1.660, 4.490, -5.727], [-4.415, 2.923, -10.141], [-4.587, 1.155, -10.182], [-4.608, 2.030, -8.641], [-2.219, 1.786, -10.540], [-2.364, 0.929, -9.013]], "atomic_forces_ev_per_a": [[-0.03, 1.25, -0.01], [-1.01, -4.15, 1.20], [1.09, 4.83, -1.37], [-0.83, 0.65, 2.22], [0.01, 1.13, -1.06], [0.15, 0.22, 0.80], [0.10, -0.51, -0.22], [-0.28, 0.22, 0.27], [0.46, -2.05, 0.53], [-0.59, 0.38, 0.49], [0.58, 1.60, 1.51], [3.73, 3.97, -1.94], [0.27, -1.08, -3.13], [4.90, -1.66, -0.43], [-0.03, -1.04, 0.26], [-4.83, 0.95, -1.41], [-2.51, -1.25, 3.43], [-1.24, -2.17, 0.24], [0.36, 0.55, -1.30], [0.69, -0.11, -0.15], [1.15, 1.24, 0.59], [-0.18, -0.67, 1.09], [-0.60, 0.59, 0.08], [1.08, -0.50, -1.61], [-1.50, -0.33, -1.09], [0.13, -1.75, 0.40], [-0.82, -1.36, 0.53], [1.08, -0.15, -1.30], [-0.86, 0.82, 0.99], [1.11, 1.22, -0.62], [-1.29, -0.89, 0.63], [0.61, -0.66, -1.15], [1.04, 1.33, -0.45], [-0.89, 0.48, 1.53], [0.77, 0.19, -1.76], [1.11, 0.95, 1.32], [-0.43, 0.33, 1.24], [-0.26, -0.71, -0.53], [-0.54, 1.27, 1.13], [0.73, -1.07, 0.97], [-0.68, -0.41, -1.42], [-0.29, -1.76, 0.73], [0.37, 1.38, 0.58], [-1.70, 0.59, -0.33], [0.73, 0.43, 1.38], [0.11, -1.59, -1.05], [0.84, 0.70, -1.38], [-0.29, -1.56, -0.78], [-1.58, 0.19, 0.53], [0.16, -0.04, 0.29], [-0.84, 0.00, -0.05], [1.18, -0.58, 0.23], [-1.88, -0.10, -0.49], [0.82, 0.64, 0.11], [2.01, 0.75, 0.28], [-0.51, -0.50, -0.18], [-0.68, -0.26, 0.22], [-0.83, 0.04, -0.31], [-0.08, -0.02, -0.14], [0.09, 0.03, -0.05], [-0.05, -0.04, -0.11], [0.39, 0.03, 0.12], [0.23, 0.06, 0.14], [-0.05, 0.36, 0.20], [0.61, -0.38, -0.02], [-0.59, 0.76, -0.21], [1.50, -0.90, -0.49], [-0.90, -0.05, 0.47], [-1.83, 0.94, 0.74], [0.51, -0.10, -0.46], [0.68, -0.11, -0.01], [0.55, -0.67, -0.18], [0.02, -0.11, -0.12], [-0.11, 0.05, 0.02], [0.02, -0.10, -0.10], [-0.29, 0.18, 0.09], [-0.15, 0.20, 0.13], [-0.26, -0.05, 0.32], [0.11, 0.71, -0.67], [-0.55, -0.95, 0.72], [0.28, 1.40, -1.73], [0.43, -0.54, 1.01], [-0.34, -1.71, 0.80], [0.15, 0.24, -0.38], [-0.18, 0.75, -0.16], [0.44, 0.57, -0.43], [0.14, 0.00, -0.14], [-0.01, -0.09, 0.05], [0.04, 0.01, -0.19], [-0.05, -0.24, 0.30], [-0.09, -0.09, 0.28], [-0.15, 0.23, 0.26], [-0.47, -0.60, -0.51], [0.46, 0.48, 1.16], [-0.73, -1.51, -1.23], [0.54, 0.91, 0.09], [0.60, 1.86, 0.45], [-0.09, -0.73, 0.09], [-0.43, -0.45, -0.10], [-0.14, -0.57, -0.49], [0.08, -0.13, -0.08], [0.09, 0.06, 0.03], [0.06, -0.13, -0.07], [0.14, 0.29, 0.20], [0.00, 0.25, 0.16]], "lowdin_charge": [-0.02, -0.40, 0.07, -0.08, -0.20, -0.15, -0.23, -0.18, -0.14, 0.08, -0.20, 0.20, -0.24, 0.10, -0.60, 0.77, 0.11, -0.04, -0.09, -0.14, -0.36, -0.09, -0.11, 0.10, 0.10, 0.08, 0.12, 0.14, 0.13, 0.13, 0.12, 0.11, 0.13, 0.12, 0.13, 0.13, 0.12, 0.17, 0.12, 0.14, 0.10, 0.12, 0.13, 0.09, 0.08, 0.08, 0.08, 0.09, 0.08, -0.05, -0.21, 0.04, -0.36, 0.13, -0.51, 0.16, 0.17, 0.15, 0.09, 0.08, 0.06, 0.12, 0.12, -0.06, -0.22, 0.02, -0.36, 0.17, -0.51, 0.16, 0.16, 0.16, 0.09, 0.04, 0.08, 0.12, 0.12, -0.05, -0.19, 0.02, -0.37, 0.18, -0.49, 0.10, 0.18, 0.16, 0.07, 0.08, 0.08, 0.13, 0.13, -0.06, -0.20, 0.03, -0.37, 0.15, -0.51, 0.17, 0.15, 0.15, 0.09, 0.09, 0.08, 0.13, 0.12], "e_tot_ha": -3831.23456, "molar_mass_g_mol": 908.78, "homo_ev": -11.974, "charge": 1}

***

Number 1: orbital gap 6.65 eV. Number 2: orbital gap 7.71 eV. Number 3: orbital gap 7.77 eV.